Entry 1:
Entry from OMol25: a 2-piece molecular cluster, C9H23NO4Si overall (wB97M-V/def2-TZVPD).

* gap between HOMO and LUMO: 0.3689 Eh
* structure (SMILES): CNCOC(=O)O[Si](C)(C)C.CC(C)O
* multiplicity: 1
* HOMO level: -9.3059 eV

Cartesian coordinates (Å):
1 C -1.24 -3.26 5.10
2 N -0.54 -3.34 3.82
3 C -1.49 -3.49 2.75
4 O -0.85 -3.42 1.48
5 C -0.94 -2.22 0.86
6 O -1.20 -2.11 -0.31
7 O -0.70 -1.19 1.70
8 Si -0.67 0.38 0.99
9 C 0.56 0.56 -0.39
10 C -0.13 1.48 2.41
11 C -2.35 0.94 0.41
12 H -1.95 -2.43 5.15
13 H -0.52 -3.12 5.89
14 H -1.79 -4.18 5.29
15 H -0.04 -2.47 3.70
16 H -1.94 -4.48 2.82
17 H -2.30 -2.75 2.80
18 H 0.53 1.61 -0.69
19 H 0.27 -0.01 -1.26
20 H 1.58 0.31 -0.11
21 H 0.94 1.67 2.32
22 H -0.69 2.41 2.44
23 H -0.26 0.96 3.36
24 H -2.57 0.58 -0.59
25 H -2.31 2.02 0.37
26 H -3.16 0.67 1.09
27 C 2.30 3.28 -4.69
28 C 1.79 2.18 -3.77
29 C 2.36 0.82 -4.15
30 O 0.37 2.14 -3.79
31 H 1.99 3.09 -5.72
32 H 1.88 4.25 -4.40
33 H 3.39 3.36 -4.67
34 H 2.07 2.41 -2.74
35 H 2.06 0.56 -5.17
36 H 1.99 0.05 -3.48
37 H 3.45 0.83 -4.11
38 H 0.10 1.93 -4.69

These are the Mulliken partial charges, in e, on atoms 1 to 4: C -0.94; N -0.38; C -0.41; O -0.38

---

Entry 2:
Entry from OMol25: C9H24B2Br8Na3O3 as an isolated structure (wB97M-V/def2-TZVPD).

* gap between HOMO and LUMO: 0.2092 Eh
* energy above the lowest of the compared OMol25 structures with the same formula, charge and spin: 3079.8 kJ/mol
* charge: -1
* multiplicity: 1
* HOMO level: -4.4079 eV

Cartesian coordinates (Å):
1 Na -1.04 0.71 -1.96
2 Na -1.38 1.27 0.68
3 Na 1.07 1.52 -0.47
4 C -2.15 2.37 -0.93
5 O -2.36 1.14 -0.88
6 O -1.20 2.71 -1.70
7 O -2.74 3.22 -0.19
8 B 0.88 1.51 -2.40
9 H 1.54 2.30 -2.08
10 H 1.45 0.60 -2.26
11 H 0.04 1.55 -1.72
12 H 0.43 1.55 -3.38
13 B -0.42 -0.07 -0.21
14 H -0.02 -1.07 -0.30
15 H -0.33 0.31 0.80
16 H 0.19 0.51 -0.88
17 H -1.44 -0.16 -0.52
18 Br -3.14 -3.24 0.89
19 C -2.37 -1.82 -0.26
20 C -3.39 -0.78 -0.65
21 Br -3.48 0.25 1.05
22 H -1.92 -2.26 -1.16
23 H -1.51 -1.38 0.24
24 H -4.29 -1.34 -0.87
25 H -3.04 -0.12 -1.45
26 Br -0.58 -2.43 -3.65
27 C 0.79 -1.40 -2.60
28 C 0.89 -2.19 -1.35
29 Br 2.07 -3.78 -1.64
30 H 0.49 -0.39 -2.32
31 H 1.69 -1.30 -3.20
32 H -0.02 -2.51 -0.85
33 H 1.40 -1.51 -0.66
34 Br 0.26 -0.01 2.11
35 C 1.12 1.66 2.72
36 C 0.29 2.18 3.90
37 Br 0.82 1.33 5.68
38 H 1.02 2.32 1.86
39 H 2.14 1.44 3.04
40 H -0.79 2.13 3.98
41 H 0.46 3.25 4.02
42 Br 1.48 -3.27 1.00
43 C 1.61 -1.27 1.21
44 C 3.02 -0.80 1.17
45 Br 3.04 1.27 0.98
46 H 1.35 -1.11 2.26
47 H 0.99 -0.76 0.47
48 H 3.57 -1.20 0.32
49 H 3.49 -0.95 2.14

These are the Mulliken partial charges, in e, on atoms 1 to 4: Na 1.03; Na 0.08; Na 0.73; C 0.72

---

Entry 3:
Entry from OMol25: an isolated ion of composition C9H24N5 and charge +1 (wB97M-V/def2-TZVPD).

* gap between HOMO and LUMO: 0.2654 Eh
* charge: +1
* multiplicity: 1
* HOMO level: -9.7867 eV

Cartesian coordinates (Å):
1 C 0.63 -2.26 0.17
2 C 1.78 -1.55 -0.59
3 C -0.79 -1.88 -0.32
4 C 1.69 -0.07 -0.49
5 C -0.73 0.64 -0.69
6 C 3.23 0.06 1.60
7 C -0.55 3.13 -0.56
8 C -1.88 0.04 -2.75
9 C -2.51 -0.33 2.11
10 N -1.20 -0.52 0.01
11 N 2.03 0.42 0.92
12 N -0.66 1.76 0.01
13 N -0.73 0.55 -2.00
14 N -1.29 -0.44 1.39
15 H 0.85 -3.26 0.00
16 H 0.62 -2.13 1.20
17 H 2.75 -1.83 -0.06
18 H 1.87 -1.81 -1.56
19 H -0.92 -2.11 -1.30
20 H -1.59 -2.54 0.03
21 H 2.32 0.41 -1.23
22 H 3.40 -1.05 1.58
23 H 4.17 0.48 1.18
24 H 3.14 0.33 2.63
25 H -0.91 3.85 0.22
26 H 0.42 3.42 -0.87
27 H -1.37 3.56 -1.34
28 H -2.63 -0.51 -2.27
29 H -2.41 1.04 -3.00
30 H -1.50 -0.43 -3.66
31 H -3.45 -0.17 1.43
32 H -2.75 -1.39 2.46
33 H -2.56 0.39 3.00
34 H 2.08 1.41 0.85
35 H -1.07 1.84 1.05
36 H -0.16 1.34 -2.53
37 H -0.48 -0.55 1.95
38 H 1.15 0.18 1.41

These are the Mulliken partial charges, in e, on atoms 1 to 4: C -0.70; C -0.92; C -1.30; C -0.79

---

Entry 4:
Entry from OMol25: a 3-piece molecular cluster, C9H25BN3O9P2 overall (wB97M-V/def2-TZVPD).

* gap between HOMO and LUMO: 0.2233 Eh
* charge: +1
* multiplicity: 1
* HOMO level: -10.9251 eV

Cartesian coordinates (Å):
1 N 2.74 2.12 1.06
2 B 2.02 0.96 0.39
3 O 2.70 -0.10 -0.31
4 C 0.39 0.94 0.53
5 N -0.27 2.19 0.85
6 C -1.69 1.81 0.93
7 C -1.78 0.29 0.66
8 N -0.45 -0.23 0.40
9 H 2.29 2.16 2.01
10 H 2.49 3.00 0.56
11 H 2.88 -0.79 0.39
12 H 0.14 3.13 0.98
13 H -2.53 2.54 1.18
14 H -2.71 -0.37 0.66
15 H -0.13 -1.20 0.18
16 C 5.99 -2.47 -4.58
17 O 7.00 -2.04 -3.68
18 P 6.87 -0.37 -3.26
19 O 7.57 0.06 -4.55
20 O 7.98 -0.54 -2.06
21 C 8.79 -1.69 -1.93
22 O 6.64 1.26 -2.77
23 C 5.43 1.47 -2.05
24 H 6.11 -3.54 -4.76
25 H 5.00 -2.30 -4.15
26 H 6.07 -1.94 -5.53
27 H 9.31 -1.92 -2.86
28 H 8.18 -2.54 -1.61
29 H 9.54 -1.51 -1.15
30 H 5.41 0.85 -1.15
31 H 4.58 1.22 -2.69
32 H 5.36 2.52 -1.77
33 C -7.70 0.32 4.73
34 O -7.77 0.68 3.35
35 P -6.67 -0.17 2.35
36 O -5.53 0.77 2.73
37 O -7.41 0.37 0.99
38 C -8.37 1.42 1.02
39 O -5.62 -1.10 1.34
40 C -5.92 -2.49 1.33
41 H -8.46 0.87 5.28
42 H -7.89 -0.75 4.84
43 H -6.71 0.56 5.13
44 H -7.99 2.30 1.54
45 H -9.29 1.06 1.48
46 H -8.60 1.71 -0.01
47 H -6.94 -2.65 0.97
48 H -5.83 -2.90 2.34
49 H -5.22 -3.00 0.67

These are the Mulliken partial charges, in e, on atoms 1 to 4: N -0.65; B 0.36; O -0.54; C -0.11

---

Entry 5:
Entry from OMol25: C9H25Cl2O2P2Sn as an isolated structure (wB97M-V/def2-TZVPD).

* gap between HOMO and LUMO: 0.2171 Eh
* energy above the lowest of the compared OMol25 structures with the same formula, charge and spin: 0.0 kJ/mol
* charge: +3
* multiplicity: 1
* HOMO level: -20.6412 eV

Cartesian coordinates (Å):
1 C -0.28 -2.67 -1.88
2 C 0.51 -1.89 -0.96
3 H 0.09 -3.71 -1.92
4 H -0.23 -2.21 -2.89
5 H -1.34 -2.67 -1.58
6 O 1.57 -2.03 -0.41
7 Cl -2.01 0.00 -1.81
8 Sn -0.30 0.35 0.01
9 P 1.29 1.30 -1.77
10 C 3.01 1.36 -1.22
11 C 1.31 0.53 -3.41
12 H 1.84 1.20 -4.11
13 H 1.29 3.39 -2.97
14 H 0.28 0.38 -3.77
15 H -0.30 3.07 -2.21
16 H 3.37 0.34 -1.01
17 H 1.83 -0.44 -3.38
18 C 0.79 3.02 -2.06
19 H 3.62 1.79 -2.03
20 H 1.05 3.64 -1.20
21 H 3.10 1.98 -0.32
22 P -1.70 -1.06 1.65
23 C -0.79 -1.47 3.17
24 C -3.07 0.02 2.18
25 H -3.07 -2.41 0.18
26 H -3.16 -2.95 1.88
27 H -1.73 -3.36 0.89
28 C -2.48 -2.59 1.09
29 H -3.47 0.55 1.31
30 H -3.86 -0.61 2.62
31 H -1.47 -1.98 3.87
32 H -0.39 -0.56 3.63
33 H -2.72 0.75 2.92
34 H 0.05 -2.14 2.92
35 Cl -0.66 2.45 1.16
36 C 2.10 1.07 2.48
37 O 1.64 0.06 1.57
38 H 2.18 2.01 1.93
39 H 3.08 0.81 2.90
40 H 1.37 1.19 3.29
41 H 2.22 -0.74 1.56

These are the Mulliken partial charges, in e, on atoms 1 to 4: C -0.91; C 0.69; H 0.41; H 0.32

---

Entry 6:
Entry from OMol25: C9H25ClEuI2NOP2 as an isolated structure (wB97M-V/def2-TZVPD).

* gap between HOMO and LUMO (alpha / beta): 0.1450 / 0.2499 Eh
* energy above the lowest of the compared OMol25 structures with the same formula, charge and spin: 0.0 kJ/mol
* charge: +2
* multiplicity: 7
* HOMO level (alpha / beta): -14.0759 / -14.0761 eV

Cartesian coordinates (Å):
1 I 4.18 -1.81 4.89
2 I 3.03 -2.29 2.66
3 Eu -0.17 -0.39 -1.84
4 P -3.07 0.09 -1.61
5 C -3.88 0.13 0.03
6 C -3.89 1.48 -2.51
7 H -4.93 1.30 -2.68
8 H -4.90 -1.29 -2.54
9 H -3.36 1.60 -3.47
10 H -3.33 -1.55 -3.37
11 H -3.61 1.08 0.54
12 H -3.75 2.41 -1.93
13 C -3.82 -1.40 -2.39
14 H -4.98 0.03 0.01
15 H -3.63 -2.27 -1.76
16 H -3.45 -0.69 0.64
17 P 2.71 0.13 -1.49
18 C 3.73 0.18 0.05
19 C 3.37 -1.37 -2.33
20 H 2.85 1.56 -3.44
21 H 4.46 1.41 -2.63
22 H 3.18 2.46 -1.93
23 C 3.36 1.50 -2.47
24 H 2.85 -1.52 -3.29
25 H 4.46 -1.28 -2.50
26 H 4.80 0.21 -0.16
27 H 3.49 -0.70 0.66
28 H 3.18 -2.25 -1.69
29 H 3.44 1.07 0.63
30 Cl 0.02 0.37 -4.30
31 C -1.26 0.90 3.48
32 N -0.33 -0.20 3.18
33 C 0.54 -0.53 4.34
34 C 0.18 -0.13 1.90
35 O -0.43 -0.40 0.82
36 H -1.66 0.82 4.52
37 H -2.09 0.95 2.76
38 H -0.65 1.83 3.44
39 H 0.43 -1.60 4.62
40 H 1.56 -0.25 4.10
41 H 0.20 0.06 5.20
42 H 1.16 0.37 1.86

These are the Mulliken partial charges, in e, on atoms 1 to 4: I 0.04; I 0.12; Eu 1.28; P 0.52

---

Entry 7:
Entry from OMol25: a 4-piece molecular cluster, C9H25N2O7P overall (wB97M-V/def2-TZVPD).

* gap between HOMO and LUMO: 0.3515 Eh
* structure (SMILES): CN(C)C(=O)COC(=O)NP(C)O.CO.CO.CO
* multiplicity: 1
* HOMO level: -9.0749 eV

Cartesian coordinates (Å):
1 C -1.75 -0.07 2.77
2 N -1.40 0.01 1.35
3 C -0.66 1.26 1.08
4 C -0.67 -1.13 0.97
5 O -0.64 -2.10 1.71
6 C 0.05 -1.26 -0.37
7 O 1.21 -0.42 -0.51
8 C 2.35 -0.90 0.03
9 O 2.52 -2.05 0.31
10 N 3.35 0.10 0.14
11 P 3.85 0.60 1.74
12 C 3.11 2.25 1.86
13 O 2.77 -0.16 2.73
14 H -2.07 0.93 3.08
15 H -0.89 -0.36 3.38
16 H -2.59 -0.75 2.93
17 H 0.13 1.39 1.82
18 H -1.35 2.10 1.20
19 H -0.26 1.29 0.07
20 H 0.27 -2.31 -0.52
21 H -0.64 -0.96 -1.16
22 H 4.18 -0.34 -0.27
23 H 3.46 2.69 2.80
24 H 3.50 2.84 1.03
25 H 2.02 2.26 1.86
26 H 3.13 -1.03 2.95
27 C -3.28 0.20 -2.31
28 O -2.74 -0.49 -1.19
29 H -3.44 -0.53 -3.10
30 H -4.23 0.68 -2.07
31 H -2.58 0.96 -2.68
32 H -2.57 0.14 -0.49
33 C -1.82 -4.12 -1.87
34 O -1.34 -4.86 -0.75
35 H -2.00 -4.83 -2.67
36 H -2.76 -3.62 -1.62
37 H -1.09 -3.38 -2.20
38 H -1.18 -4.24 -0.02
39 C 1.08 3.72 -2.08
40 O 0.41 2.61 -1.47
41 H 0.61 4.62 -1.70
42 H 2.14 3.73 -1.81
43 H 0.98 3.69 -3.16
44 H 0.83 1.81 -1.79

These are the Mulliken partial charges, in e, on atoms 1 to 4: C -0.94; N -0.03; C -1.00; C 0.68

---

Entry 8:
Entry from OMol25: a 6-piece molecular cluster, C9H25N5O12 overall (wB97M-V/def2-TZVPD).

* gap between HOMO and LUMO: 0.3373 Eh
* energy above the lowest of the compared OMol25 structures with the same formula, charge and spin: 42.9 kJ/mol
* structure (SMILES): C[N+](=O)[O-].C[N+](=O)[O-].C[N+](=O)[O-].C[N+](=O)[O-].C[N+](=O)[O-].COCCOC
* multiplicity: 1
* HOMO level: -9.6381 eV

Cartesian coordinates (Å):
1 C -1.27 3.31 2.87
2 N -0.02 4.02 3.27
3 O 1.03 3.40 3.26
4 O -0.13 5.18 3.58
5 H -1.06 2.32 2.50
6 H -1.75 3.95 2.14
7 H -1.89 3.23 3.76
8 C 3.64 2.11 -2.09
9 N 3.25 3.53 -2.30
10 O 2.37 3.76 -3.11
11 O 3.84 4.37 -1.66
12 H 3.57 1.93 -1.03
13 H 4.67 2.05 -2.43
14 H 2.98 1.51 -2.70
15 C -1.09 -4.46 0.22
16 N 0.39 -4.41 0.01
17 O 1.04 -5.30 0.49
18 O 0.80 -3.50 -0.69
19 H -1.49 -3.48 0.00
20 H -1.28 -4.85 1.20
21 H -1.44 -5.17 -0.52
22 C -1.71 -2.24 3.43
23 N -0.58 -1.33 3.08
24 O -0.87 -0.17 2.93
25 O 0.52 -1.81 2.94
26 H -1.29 -3.18 3.76
27 H -2.31 -2.34 2.54
28 H -2.28 -1.76 4.21
29 C -3.24 -0.29 -2.06
30 N -3.51 -1.69 -2.50
31 O -4.52 -1.88 -3.15
32 O -2.73 -2.55 -2.14
33 H -3.15 0.37 -2.91
34 H -2.37 -0.34 -1.42
35 H -4.10 0.00 -1.46
36 C 0.21 1.09 -3.40
37 O 0.51 0.99 -2.04
38 C 0.65 -0.32 -1.56
39 C 0.82 -0.27 -0.06
40 O 2.02 0.46 0.16
41 C 2.24 0.71 1.54
42 H 0.05 2.16 -3.59
43 H -0.70 0.57 -3.71
44 H 1.05 0.80 -4.04
45 H 1.51 -0.86 -1.98
46 H -0.25 -0.92 -1.78
47 H 1.00 -1.27 0.34
48 H -0.02 0.23 0.42
49 H 3.11 1.35 1.66
50 H 2.43 -0.22 2.08
51 H 1.38 1.21 1.98

These are the Mulliken partial charges, in e, on atoms 1 to 4: C -0.49; N 0.92; O -0.52; O -0.56

---

Entry 9:
Entry from OMol25: C9H26Br2CdN4O3 as an isolated structure (wB97M-V/def2-TZVPD).

* gap between HOMO and LUMO: 0.3074 Eh
* multiplicity: 1
* HOMO level: -7.8448 eV

Cartesian coordinates (Å):
1 Cd 0.33 -0.06 -0.74
2 Br 1.74 1.85 0.53
3 Br -1.20 -1.58 -2.37
4 C -0.88 2.72 -2.07
5 O -0.61 1.58 -1.68
6 N -2.08 3.07 -2.58
7 N -0.08 3.74 -1.89
8 H -2.67 2.29 -2.84
9 H -2.22 4.03 -2.83
10 H -0.42 4.63 -2.20
11 H 0.67 3.63 -1.22
12 C 1.97 -3.36 -1.48
13 C 2.52 -2.16 -0.66
14 C 3.04 -1.01 -1.56
15 O 1.94 -0.22 -2.06
16 C 2.19 0.69 -3.10
17 N 1.48 -1.65 0.24
18 H 2.50 -4.25 -1.13
19 H 2.01 -3.21 -2.56
20 H 0.92 -3.56 -1.28
21 H 3.33 -2.52 -0.02
22 H 3.72 -1.25 -2.39
23 H 3.62 -0.30 -0.97
24 H 2.98 1.36 -2.75
25 H 1.33 1.28 -3.39
26 H 2.51 0.22 -4.04
27 H 0.98 -2.34 0.79
28 H 2.06 -1.20 0.95
29 C -2.58 1.52 1.30
30 C -1.43 0.68 1.94
31 C -1.95 -0.07 3.19
32 O -1.08 -1.10 3.59
33 C -1.57 -1.82 4.71
34 N -1.04 -0.29 0.90
35 H -3.04 2.23 1.99
36 H -3.34 0.89 0.86
37 H -2.20 2.17 0.51
38 H -0.66 1.35 2.31
39 H -2.87 -0.55 2.83
40 H -2.22 0.57 4.03
41 H -2.33 -1.28 5.27
42 H -0.76 -2.08 5.39
43 H -1.96 -2.75 4.29
44 H -1.91 -0.80 0.70
45 H -0.73 -1.06 1.51

These are the Mulliken partial charges, in e, on atoms 1 to 4: Cd 1.09; Br -0.76; Br -0.73; C 0.59

---

Entry 10:
Entry from OMol25: C9H26BrN2O2Ti as an isolated structure (wB97M-V/def2-TZVPD).

* gap between HOMO and LUMO (alpha / beta): 0.2614 / 0.3603 Eh
* energy above the lowest of the compared OMol25 structures with the same formula, charge and spin: 742.5 kJ/mol
* charge: +2
* multiplicity: 4
* HOMO level (alpha / beta): -12.5744 / -15.5470 eV

Cartesian coordinates (Å):
1 Ti -0.97 1.44 4.00
2 Br -0.66 -0.51 2.99
3 C 1.55 0.36 0.95
4 C 1.36 -0.98 0.15
5 C 2.65 -1.91 0.12
6 O 3.18 -1.99 1.41
7 C 3.94 -3.20 1.71
8 N 0.28 -1.72 0.92
9 H -0.22 -1.15 1.58
10 H -0.30 -2.08 0.17
11 H 0.68 -2.49 1.44
12 H 0.64 0.96 0.93
13 H 2.33 0.99 0.53
14 H 1.72 0.26 2.03
15 H 1.05 -0.94 -0.89
16 H 3.47 -1.56 -0.50
17 H 2.34 -2.94 -0.02
18 H 4.85 -3.05 1.12
19 H 3.40 -4.07 1.36
20 H 4.26 -3.14 2.75
21 C -0.72 2.72 -1.17
22 N -1.63 1.54 -1.63
23 C -2.51 2.09 -2.82
24 C -0.63 0.48 -2.07
25 C -2.64 1.14 -0.54
26 C -2.20 0.26 0.58
27 O -1.71 1.04 1.66
28 H -1.38 3.54 -0.87
29 H 0.13 3.09 -1.75
30 H -0.31 2.19 -0.32
31 H -2.97 1.28 -3.39
32 H -1.93 2.72 -3.50
33 H -3.32 2.65 -2.35
34 H -1.22 -0.32 -2.52
35 H 0.11 0.17 -1.32
36 H -0.02 0.83 -2.90
37 H -3.44 0.64 -1.08
38 H -3.12 2.07 -0.24
39 H -1.50 -0.47 0.18
40 H -3.02 -0.34 0.98
41 H -1.48 0.38 2.33

These are the Mulliken partial charges, in e, on atoms 1 to 4: Ti 0.31; Br -0.44; C -1.23; C 0.63

---

Entry 11:
Entry from OMol25: C9H26N10O13Zn2 as an isolated structure (wB97M-V/def2-TZVPD).

* gap between HOMO and LUMO (alpha / beta): 0.2077 / 0.1364 Eh
* charge: +1
* multiplicity: 2
* HOMO level (alpha / beta): -11.2406 / -11.2400 eV

Cartesian coordinates (Å):
1 Zn 0.32 -1.54 -1.35
2 Zn 0.98 1.03 -3.02
3 C 0.79 -1.51 -3.75
4 O 0.29 -0.50 -4.23
5 O 1.56 -1.17 -2.87
6 O -0.11 -2.29 -3.25
7 C 0.43 0.77 -0.51
8 O 0.71 -0.23 0.18
9 O -0.37 0.62 -1.38
10 O 1.48 1.14 -1.12
11 C -2.68 -2.08 -0.35
12 O -1.55 -2.00 -0.72
13 N -3.08 -3.03 0.41
14 N -3.63 -1.23 -0.51
15 H -2.54 -3.87 0.57
16 H -4.08 -3.05 0.56
17 H -3.41 -0.49 -1.16
18 H -4.54 -1.36 -0.10
19 C -4.03 2.14 -1.72
20 O -3.80 1.91 -2.89
21 N -3.17 1.87 -0.78
22 N -5.07 2.79 -1.26
23 H -2.23 1.60 -1.00
24 H -3.36 2.04 0.20
25 H -5.27 2.93 -0.28
26 H -5.82 3.06 -1.88
27 C 0.32 -2.01 3.61
28 O -0.81 -1.54 3.77
29 N 0.84 -2.90 4.40
30 N 1.22 -1.68 2.74
31 H 0.11 -3.30 4.97
32 H 1.59 -2.68 5.04
33 H 0.92 -0.98 2.08
34 H 2.12 -2.12 2.85
35 C 4.39 0.21 0.79
36 O 5.45 -0.10 1.24
37 N 4.23 0.49 -0.49
38 N 3.25 0.23 1.43
39 H 4.93 0.34 -1.20
40 H 3.28 0.73 -0.75
41 H 2.42 0.29 0.86
42 H 3.27 0.10 2.44
43 C 1.23 -4.12 -0.13
44 O 1.37 -3.05 -0.63
45 N 0.45 -5.06 -0.50
46 N 1.74 -4.51 1.09
47 H -0.13 -5.00 -1.33
48 H 0.40 -5.90 0.05
49 H 2.14 -3.90 1.79
50 H 2.08 -5.46 1.01
51 C 0.69 5.36 -1.11
52 C 0.33 5.53 0.39
53 O -0.50 6.61 0.63
54 O 1.59 4.33 -1.34
55 H 1.14 6.29 -1.46
56 H -0.24 5.23 -1.66
57 H 1.21 5.63 1.01
58 H -0.22 4.68 0.80
59 H 0.15 7.27 0.87
60 H 1.23 3.48 -1.07

These are the Mulliken partial charges, in e, on atoms 1 to 4: Zn 1.76; Zn 0.72; C 1.39; O -0.57

---

Max |F| (eV/A)
1.1, 18.0, 5.2, 10.1, 8.7, 1.9, 1.6, 1.3, 3.5, 14.7, 12.2